*A*
Below is the molecule C3H6N4O, with properties calculated with the ωB97M-V functional and the def2-TZVPD basis.

Summary:
HOMO level	-0.321	hartree

Geometry as ORCA input:
```
! wB97M-V def2-TZVPD RIJCOSX def2/J DEFGRID3
* xyz 0 1
N -0.67 -0.17 -0.75
N 0.56 0.31 -0.27
C 0.22 0.94 0.96
H 2.69 -0.19 -0.50
O -1.06 1.02 1.06
H 1.96 0.61 1.73
H -0.99 -0.23 -1.68
H -3.92 -0.05 -0.24
N 1.03 1.23 1.95
C 1.55 -0.83 -0.45
C -1.70 0.34 -0.11
H 1.74 -1.63 0.48
H 1.36 -1.32 -1.49
N -2.77 -0.04 -0.68
*
```

*B*
Below is a cluster of 2 separate species, C3H6N4O in total, with properties calculated with the ωB97M-V functional and the def2-TZVPD basis.

Summary:
HOMO level	-0.368	hartree

Geometry as ORCA input:
```
! wB97M-V def2-TZVPD RIJCOSX def2/J DEFGRID3
* xyz 0 1
O -1.33 0.08 -2.13
N 1.61 1.51 0.48
C -1.03 -0.46 1.51
C 0.23 0.16 1.12
H 2.12 2.47 0.54
N 1.06 -0.44 0.20
N 0.66 1.39 1.32
N 1.96 0.44 -0.19
H -1.86 0.03 0.88
H -0.95 -1.93 -2.39
C -0.54 -0.82 -2.39
H 0.46 -0.59 -2.85
H -0.97 -1.52 1.27
H -1.41 -0.30 2.62
*
```

Most favorable structure: *B*. The second most favorable one is 246.1 kJ/mol above it.